1.
64
Properties=species:S:1:pos:R:3:forces:R:3 method="wB97M-V/def2-TZVPD" energy_ha=-1641.025704 smiles="Cc1ccc(CNC(=O)CCCn2c(=O)c3ccccc3n(CC(=O)NCc3ccco3)c2=O)cc1" homo_lumo_gap_ev=8.7
C -0.0578 6.2023 2.8009 -0.043 -0.023 0.056
C -0.2284 4.9622 1.9782 -0.022 0.019 -0.084
C 0.3942 3.7766 2.3530 -0.021 -0.009 -0.057
C 0.2282 2.6223 1.6123 -0.033 0.005 -0.024
C -0.5711 2.6256 0.4757 -0.134 -0.009 -0.046
C -1.1907 3.8070 0.0944 0.009 -0.179 0.027
C -1.0229 4.9606 0.8396 0.064 0.070 0.073
H -1.5157 5.8716 0.5312 -0.037 0.107 -0.020
H -1.8140 3.8240 -0.7888 -0.090 -0.010 -0.100
C -0.7128 1.3770 -0.3541 -0.011 0.037 0.111
N 0.4278 1.2244 -1.2399 -0.149 0.174 -0.025
C 1.3207 0.2266 -1.1450 0.134 0.549 -0.302
O 1.2112 -0.6787 -0.3313 0.175 -0.281 0.373
C 2.4854 0.3161 -2.1149 0.131 -0.309 0.040
C 2.9472 -1.0711 -2.5633 -0.217 0.037 -0.035
C 1.9650 -1.7081 -3.5468 0.489 -0.068 -0.158
N 0.6376 -1.8406 -2.9589 0.090 0.021 -0.258
C -0.3171 -0.8973 -3.2831 -0.141 -0.018 -0.165
O -0.0804 -0.0002 -4.0711 -0.059 0.030 -0.052
C -1.5988 -1.0650 -2.6035 -0.333 -0.010 0.216
C -2.6495 -0.1990 -2.9097 0.133 -0.156 0.018
C -3.8542 -0.3045 -2.2529 -0.043 0.074 -0.035
C -4.0102 -1.2777 -1.2715 0.082 0.018 -0.050
C -2.9836 -2.1424 -0.9552 0.060 -0.098 0.047
C -1.7582 -2.0537 -1.6242 -0.289 0.536 -0.411
N -0.7125 -2.9097 -1.3550 0.220 -0.180 0.186
C 0.4918 -2.8509 -2.0250 -0.164 -0.228 0.030
O 1.3753 -3.6532 -1.8224 0.237 -0.016 -0.014
C -0.8442 -3.9342 -0.3394 -0.024 -0.382 0.233
C -1.0781 -3.3988 1.0786 0.038 0.140 -0.452
O -1.7571 -4.0170 1.8741 -0.200 -0.366 0.185
N -0.4923 -2.2215 1.3379 0.216 0.237 0.019
H 0.1440 -1.7914 0.6716 -0.111 -0.047 -0.081
C -0.5110 -1.6367 2.6659 0.012 0.087 -0.003
C 0.8772 -1.4580 3.1817 0.039 -0.858 0.222
C 1.8080 -2.3605 3.6050 -0.552 0.367 -0.164
C 2.9700 -1.6143 3.9180 0.029 0.547 -0.085
C 2.6598 -0.3167 3.6587 0.725 -0.416 0.288
O 1.3974 -0.2115 3.2110 -0.362 0.285 -0.143
H 3.2250 0.5897 3.7505 -0.009 0.171 -0.021
H 3.9015 -1.9947 4.2837 0.224 0.001 0.080
H 1.6774 -3.4199 3.6846 -0.102 -0.240 -0.011
H -1.0817 -2.3187 3.3029 0.073 0.199 -0.060
H -1.0091 -0.6611 2.6352 -0.010 -0.108 0.109
H -1.6562 -4.6239 -0.5883 0.062 0.117 0.115
H 0.0963 -4.4953 -0.3366 -0.250 0.082 -0.004
H -3.1371 -2.8813 -0.1873 -0.026 -0.117 0.097
H -4.9495 -1.3634 -0.7465 -0.072 -0.029 0.066
H -4.6689 0.3610 -2.4923 -0.068 0.060 -0.029
H -2.4802 0.5441 -3.6745 0.018 0.063 -0.054
H 1.8522 -1.0886 -4.4386 0.018 -0.151 0.116
H 2.3134 -2.7055 -3.8214 -0.074 0.143 -0.021
H 3.9202 -0.9991 -3.0498 0.020 -0.010 0.014
H 3.0416 -1.7158 -1.6878 0.106 0.039 -0.059
H 2.2088 0.9218 -2.9789 0.024 0.083 0.037
H 3.3014 0.8149 -1.5852 -0.057 0.053 0.014
H 0.5526 1.9362 -1.9425 0.112 -0.143 -0.028
H -1.6284 1.4126 -0.9535 0.073 -0.058 0.119
H -0.7373 0.4904 0.2831 -0.092 0.062 -0.116
H 0.7172 1.7094 1.9173 0.056 -0.128 0.044
H 1.0144 3.7595 3.2377 0.079 -0.001 0.110
H -0.3520 7.0863 2.2406 0.004 0.088 0.009
H 0.9764 6.3141 3.1201 0.051 0.070 0.037
H -0.6780 6.1435 3.6957 -0.010 0.079 0.073

---

2.
11
Properties=species:S:1:pos:R:3:forces:R:3 method="wB97M-V/def2-TZVPD" energy_ha=-285.246806 homo_lumo_gap_ev=11.1
N -0.8228 -1.1308 -1.5294 0.209 -0.119 0.441
C -0.1655 -1.0772 -0.4685 -0.167 0.024 -0.344
O 0.2477 -1.7778 0.5967 -0.160 -0.241 -0.095
C 0.6598 -0.3494 0.4638 0.103 0.312 -0.070
C 0.1084 0.5735 1.4232 -0.156 0.366 0.410
C -0.3216 1.3592 2.2265 0.156 -0.374 -0.343
H -1.2289 -2.0509 -1.6958 0.033 0.017 0.094
H 0.0486 1.0214 -2.1386 0.043 0.097 -0.025
H 1.7173 -0.2386 0.2353 -0.124 -0.005 0.076
H 0.4749 1.6271 -2.0575 -0.007 0.017 -0.013
H -0.7179 2.0435 2.9442 0.070 -0.094 -0.131

---

3.
26
Properties=species:S:1:pos:R:3:forces:R:3 method="wB97M-V/def2-TZVPD" energy_ha=-644.387923 smiles="CC(=O)N[C@@H]1C=c2[nH]c(N)nc2=CC1" homo_lumo_gap_ev=8.2
C -1.4698 -2.1507 -0.2461 -1.106 0.525 -0.484
C -0.2716 0.5932 -0.3317 0.604 0.988 -1.308
C -2.1878 -1.0250 -0.2387 0.230 -0.074 -0.391
C -1.5748 0.3658 -0.2733 -0.700 -0.478 1.014
C -3.7835 0.3678 -0.2274 -0.603 -1.133 -0.322
C 2.7689 0.3781 -0.5045 1.020 -1.800 1.040
C -0.0711 -1.9164 0.0272 2.002 -0.001 1.117
C 0.5622 -0.6701 -0.5475 1.124 1.739 1.592
C 3.8207 1.0166 0.3349 0.178 -1.076 2.385
N -3.5685 -0.9348 -0.2310 -0.406 2.982 -0.119
N -2.6767 1.2530 -0.1352 -0.168 -3.859 0.412
N -5.0507 0.9121 -0.3192 1.102 -2.113 -0.941
N 1.8708 -0.4380 0.1426 -0.505 -0.073 -2.118
O 2.8798 0.4272 -1.6928 -0.643 0.430 -2.127
H -1.8815 -3.1569 -0.2983 -0.116 0.394 0.152
H 0.1889 1.6368 -0.5716 -0.829 -2.027 0.689
H -0.0366 -1.7715 1.1302 0.317 -0.035 -0.168
H 0.5926 -2.7494 -0.1464 0.115 -0.357 -0.313
H 0.8873 -0.6642 -1.5546 -0.157 -0.652 -1.376
H 4.6718 1.1577 -0.3146 0.134 0.500 0.071
H 3.3425 1.9413 0.7049 0.831 -0.136 0.137
H 4.1636 0.3117 1.2292 -0.906 1.632 -1.705
H -2.6503 2.1356 -0.5363 -0.210 1.687 -0.871
H -5.7191 0.3225 0.1255 -0.578 -0.597 -0.026
H -5.0266 1.7533 0.1204 -0.405 3.223 1.349
H 1.7860 -0.2045 1.0767 -0.326 0.311 2.310

---

4.
22
Properties=species:S:1:pos:R:3:forces:R:3 method="wB97M-V/def2-TZVPD" energy_ha=-462.287376 homo_lumo_gap_ev=8.7
C 0.5456 1.3877 -0.0774 -1.448 -0.665 1.439
C -1.1480 -0.7503 0.1434 1.483 -1.057 -0.522
C -0.7952 0.6033 0.5085 1.746 1.034 -0.096
C 1.1692 2.3229 0.9334 -0.153 0.007 -0.222
C 1.3939 0.6740 -0.9801 -0.331 -2.187 0.013
C -1.7153 -0.9887 -1.2324 -0.089 0.101 0.047
O -0.7896 1.6514 -0.4332 -0.309 0.307 -0.311
O -1.8796 -1.4426 1.0933 0.221 0.100 -0.193
C 0.5136 -1.6954 0.0539 -1.892 0.138 0.510
C 0.8698 -2.7996 0.4157 0.063 0.149 -0.007
H -1.4089 -1.4398 1.9352 0.016 0.051 -0.045
H -1.0179 0.8954 1.5308 -0.154 0.029 -0.051
H 1.1963 -0.6586 -0.5188 0.597 1.879 -0.622
H 0.4401 2.6695 1.6627 -0.051 0.012 -0.033
H 1.9782 1.8242 1.4631 0.053 -0.072 -0.004
H 1.5843 3.1877 0.4198 0.052 0.138 -0.021
H 2.4449 0.9393 -0.9746 0.002 -0.138 0.124
H 0.9917 0.4886 -1.9704 0.031 0.350 -0.123
H -2.6077 -0.3721 -1.3667 -0.023 -0.077 0.057
H -1.9677 -2.0420 -1.3389 0.015 0.049 0.016
H -1.0091 -0.7060 -2.0085 0.049 0.013 0.058
H 1.2115 -3.7490 0.7412 0.121 -0.163 -0.013